{
  "formula": "C24H13Cl3IrN3OS3",
  "method": "ωB97M-V with the def2-TZVPD basis set",
  "e_above_lowest_kj_mol": 21.9,
  "multiplicity": 2,
  "e_tot_ha": -3841.454633,
  "total_charge": -1,
  "e_lumo_ev": [1.7730, 1.3697],
  "homo_energy_ev": [-5.156, -5.216],
  "species": ["Ir", "S", "C", "S", "C", "C", "N", "C", "N", "Cl", "C", "C", "C", "Cl", "C", "O", "C", "Cl", "C", "H", "H", "S", "C", "C", "C", "C", "C", "C", "N", "C", "C", "C", "C", "C", "C", "C", "H", "H", "H", "H", "H", "H", "H", "H", "C", "H", "H", "H"],
  "xyz": [[-0.705, 0.834, -0.435], [-2.968, 1.144, -1.274], [-2.931, -0.416, -1.988], [-1.481, -1.220, -1.655], [-3.961, -0.926, -2.749], [-5.121, -0.145, -3.033], [-6.061, 0.475, -3.282], [-3.896, -2.232, -3.321], [-3.873, -3.286, -3.787], [-1.385, -2.848, 6.120], [-1.044, -1.727, 4.820], [-1.962, -1.566, 3.796], [-1.669, -0.681, 2.776], [-2.777, -0.445, 1.466], [-0.468, 0.065, 2.703], [-0.177, 0.866, 1.734], [0.407, -0.134, 3.795], [1.892, 0.770, 3.815], [0.138, -1.010, 4.829], [-2.889, -2.121, 3.790], [0.855, -1.139, 5.629], [3.715, 0.194, -1.092], [3.384, -0.815, 0.283], [4.288, -1.441, 1.135], [3.781, -2.228, 2.150], [2.402, -2.426, 2.274], [1.513, -1.806, 1.421], [2.008, -0.946, 0.448], [1.252, -0.197, -0.459], [2.016, 0.442, -1.303], [1.425, 1.282, -2.316], [2.154, 1.844, -3.365], [1.490, 2.475, -4.394], [0.099, 2.561, -4.350], [-0.613, 2.085, -3.261], [0.038, 1.445, -2.199], [5.355, -1.312, 1.004], [4.458, -2.701, 2.849], [2.022, -3.069, 3.057], [0.449, -1.983, 1.496], [3.236, 1.758, -3.373], [2.039, 2.891, -5.229], [-0.438, 3.017, -5.173], [-1.685, 2.213, -3.240], [-1.040, 2.858, -0.097], [-1.797, 2.926, 0.686], [-1.368, 3.399, -0.982], [-0.104, 3.280, 0.279]],
  "forces_ev_per_angstrom": [[-0.9313, -1.0811, -1.7476], [0.8195, 0.1712, 0.5511], [-0.5039, 0.0658, -0.2143], [0.7864, -0.1260, 0.3211], [-0.1823, -0.0213, -0.1567], [0.0644, -0.0936, 0.0138], [0.0394, 0.0204, 0.0414], [-0.0156, 0.1005, 0.0906], [0.0413, 0.0180, 0.0046], [0.0171, 0.0420, -0.0466], [-0.0425, -0.0601, 0.0279], [0.0155, 0.0043, -0.0114], [0.0736, -0.0001, -0.0869], [-0.2388, -0.1809, 0.4880], [-0.0297, 0.2544, -0.0810], [-0.2712, -0.0287, 0.0870], [-0.0454, 0.1097, 0.1056], [-0.0207, -0.0647, -0.0053], [0.0858, 0.0145, 0.0201], [0.0001, 0.0128, -0.0153], [-0.0156, 0.0294, 0.0038], [0.0632, 0.0682, 0.0186], [0.1584, 0.0097, -0.0251], [-0.0231, -0.0038, -0.0775], [-0.0710, 0.0123, -0.0222], [0.0804, -0.0676, -0.0104], [-0.1271, -0.1011, -0.0180], [-0.3367, -0.0513, -0.0187], [0.1438, 0.6735, 0.4759], [0.2377, 0.0698, -0.1597], [0.0605, 0.0456, -0.0947], [0.0953, -0.1962, -0.0546], [0.0186, 0.0851, -0.0484], [0.0444, -0.0342, 0.0782], [0.1013, 0.0540, -0.0151], [-0.3565, 0.1062, 0.1598], [-0.0073, 0.0072, 0.0119], [-0.0098, -0.0303, -0.0161], [-0.0115, 0.0013, -0.0077], [0.0029, 0.0466, 0.0243], [-0.0174, -0.0322, -0.0815], [0.0070, -0.0003, 0.0062], [0.0132, 0.0376, 0.0187], [-0.0074, -0.0124, 0.0195], [0.2165, 0.0596, 0.4961], [0.0231, 0.0798, 0.0112], [0.0605, -0.0345, -0.0467], [-0.0049, 0.0214, -0.0141]]
}